Computed, not measured: C20H13Cl5ILiN4S as an isolated structure, with ωB97M-V/def2-TZVPD.

Values from the calculation:
DFT total energy, Eh: -3993.3526
Total charge: -2
HOMO level, eV: -1.3060
E_LUMO, eV: 4.2
Orbital gap, eV: 5.541

```
45
Properties=species:S:1:pos:R:3:nbo_charge:R:1
Li 0.443 0.002 -0.483 0.767
Cl 0.882 -3.291 -0.273 -0.032
C -0.791 -2.877 -0.679 -0.068
C -1.114 -1.549 -0.913 -0.371
C -2.444 -1.351 -1.247 -0.064
Cl -2.995 0.297 -1.556 -0.030
C -3.396 -2.363 -1.349 -0.105
Cl -5.049 -2.032 -1.782 -0.011
C -3.014 -3.676 -1.092 -0.103
Cl -4.171 -4.968 -1.197 -0.009
C -1.692 -3.940 -0.750 -0.104
Cl -1.214 -5.582 -0.419 -0.015
S -0.026 2.443 -0.949 -0.475
C -0.950 2.624 0.483 0.126
N -1.914 3.460 0.719 -0.307
N -2.240 4.234 -0.347 -0.452
C -3.266 5.131 -0.264 0.279
C -3.957 5.363 0.934 -0.306
C -4.977 6.299 0.973 -0.193
C -5.341 7.028 -0.154 -0.306
C -4.657 6.792 -1.343 -0.199
C -3.638 5.860 -1.406 -0.298
N -0.730 1.858 1.687 -0.147
N -0.088 0.808 1.556 -0.187
C 0.108 0.129 2.815 0.086
C 0.325 -1.237 2.751 -0.150
C 0.526 -1.959 3.919 -0.218
C 0.534 -1.310 5.146 -0.236
C 0.337 0.067 5.199 -0.224
C 0.122 0.790 4.036 -0.220
H -1.753 4.031 -1.218 0.405
H -3.677 4.793 1.807 0.239
H -5.501 6.462 1.909 0.194
H -6.142 7.755 -0.110 0.192
H -4.925 7.340 -2.239 0.194
H -3.116 5.678 -2.338 0.207
H 0.335 -1.723 1.784 0.237
H 0.686 -3.029 3.862 0.207
H 0.702 -1.871 6.058 0.195
H 0.354 0.580 6.153 0.196
H -0.037 1.860 4.055 0.232
I 3.146 -1.295 -2.790 -0.195
C 2.584 -0.197 -0.960 -1.033
H 3.042 0.780 -1.162 0.156
H 3.241 -0.687 -0.227 0.146
```

Computed, not measured: C20H13Cl5OPPdS as an isolated structure, with ωB97M-V/def2-TZVPD.

Values from the calculation:
DFT total energy, Eh: -4012.7745
Total charge: +2
HOMO level (alpha / beta), eV: -12.1757 / -15.2167
E_LUMO (alpha / beta), eV: -6.9 / -8.8
Multiplicity: 6
Orbital gap (alpha / beta), eV: 5.261 / 6.412

```
42
Properties=species:S:1:pos:R:3:mulliken_spin:R:1
Pd 1.293 0.610 -0.137 1.276
Cl 6.602 -1.645 4.416 0.104
C 5.185 -1.163 3.655 0.245
C 5.108 -1.051 2.284 0.164
Cl 6.418 -1.488 1.292 0.038
C 3.899 -0.558 1.676 0.435
Cl 3.902 -0.199 -0.002 0.069
C 2.641 -0.517 2.381 0.205
O 1.536 -0.290 1.831 0.306
C 2.701 -0.816 3.787 0.530
Cl 1.307 -1.205 4.623 0.173
C 4.023 -0.851 4.460 0.636
Cl 4.159 -0.311 6.038 0.186
C -0.720 -2.147 -0.394 0.010
P -0.763 -0.391 -0.798 0.327
C -0.834 -0.137 -2.556 -0.019
C -1.007 -1.203 -3.442 0.034
C -1.028 -0.959 -4.805 -0.004
C -0.862 0.334 -5.286 0.044
C -0.679 1.398 -4.409 -0.019
C -0.663 1.167 -3.046 0.016
C -2.112 0.391 0.067 -0.011
C -2.129 0.311 1.464 0.021
C -3.160 0.904 2.169 -0.011
C -4.164 1.585 1.487 0.027
C -4.141 1.673 0.102 -0.008
C -3.114 1.079 -0.618 0.029
H -1.674 -2.616 -0.639 0.014
H -0.542 -2.250 0.677 0.005
H 0.087 -2.635 -0.940 0.010
H -1.138 -2.213 -3.076 0.002
H -1.177 -1.779 -5.494 0.000
H -0.876 0.515 -6.352 0.001
H -0.552 2.401 -4.791 0.000
H -0.539 1.997 -2.358 0.020
H -1.338 -0.210 1.995 0.003
H -3.188 0.835 3.248 0.000
H -4.972 2.044 2.040 0.001
H -4.929 2.196 -0.422 0.000
H -3.108 1.133 -1.698 0.003
S -0.043 3.651 1.048 -0.004
C 0.592 2.408 0.523 0.143
```

Computed, not measured: C20H14AuBrIN2O3 as an isolated structure, with ωB97M-V/def2-TZVPD.

Values from the calculation:
DFT total energy, Eh: -4112.8130
Total charge: +1
HOMO level (alpha / beta), eV: -11.3817 / -11.3837
E_LUMO (alpha / beta), eV: -7.0 / -7.0
Orbital gap (alpha / beta), eV: 4.372 / 4.372

```
42
Properties=species:S:1:pos:R:3:nbo_charge:R:1
Au -0.255 -1.843 -1.486 1.172
O 3.349 -1.841 2.711 -0.637
C 4.085 -1.813 1.602 0.388
C 5.471 -1.759 1.779 -0.281
C 6.318 -1.706 0.700 -0.115
C 5.815 -1.734 -0.607 -0.250
C 4.463 -1.807 -0.808 -0.135
C 3.564 -1.837 0.276 -0.209
C 2.144 -1.879 -0.034 0.601
O 1.782 -1.920 -1.262 -0.687
N 1.264 -1.902 0.991 -0.349
N -0.001 -1.845 0.674 -0.193
C -1.017 -1.865 1.482 0.103
C -2.382 -1.811 1.113 -0.159
C -3.309 -1.772 2.185 -0.152
C -4.646 -1.605 1.986 -0.203
C -5.145 -1.454 0.670 -0.134
C -4.302 -1.498 -0.395 -0.223
C -2.902 -1.719 -0.242 0.424
O -2.237 -1.809 -1.336 -0.634
H 2.407 -1.898 2.484 0.500
H 5.844 -1.759 2.794 0.241
H 7.386 -1.641 0.864 0.231
H 6.492 -1.704 -1.448 0.232
H 4.052 -1.834 -1.807 0.236
H -0.803 -1.892 2.550 0.244
H -2.936 -1.864 3.197 0.228
H -5.320 -1.569 2.829 0.241
H -6.203 -1.300 0.510 0.240
H -4.651 -1.399 -1.414 0.237
Br -3.089 1.638 -2.236 0.069
C -2.171 3.270 -1.937 -0.113
C -2.793 4.451 -2.311 -0.222
C -2.157 5.664 -2.101 -0.180
C -0.898 5.698 -1.522 -0.192
C -0.271 4.521 -1.150 -0.219
C -0.909 3.307 -1.355 -0.179
I 0.071 1.546 -0.740 0.136
H -3.774 4.414 -2.763 0.240
H -2.651 6.582 -2.389 0.233
H -0.398 6.642 -1.355 0.233
H 0.712 4.547 -0.700 0.235
```

Computed, not measured: C20H14N4O5PdS as an isolated structure, with ωB97M-V/def2-TZVPD.

Values from the calculation:
DFT total energy, Eh: -1891.9087
HOMO level, eV: -8.1723
E_LUMO, eV: -1.1
Orbital gap, eV: 7.093

```
45
Properties=species:S:1:pos:R:3:nbo_charge:R:1
Pd 0.195 -0.021 -0.650 0.997
O 0.460 3.794 0.481 -0.606
C 0.715 2.630 0.290 0.812
O 0.116 1.928 -0.660 -0.748
C 1.901 1.946 0.973 -0.356
C 2.806 1.340 -0.111 0.091
C 4.197 1.035 0.428 -0.431
C 3.925 -0.186 1.343 -0.423
C 2.423 -0.383 1.174 0.087
O 2.253 -0.015 -0.256 -0.557
C 1.615 0.702 1.876 -0.374
C 0.105 0.325 2.050 0.757
O -0.672 1.277 2.203 -0.727
O -0.163 -0.905 2.008 -0.809
H 2.424 2.727 1.521 0.243
H 2.764 1.836 -1.077 0.228
H 4.874 0.777 -0.385 0.217
H 4.610 1.890 0.960 0.224
H 4.480 -1.063 1.012 0.212
H 4.172 -0.001 2.387 0.222
H 2.027 -1.381 1.331 0.243
H 2.000 0.870 2.883 0.242
S -4.993 -4.983 1.112 0.934
N -5.081 -3.376 0.990 -0.606
C -3.901 -2.959 0.567 0.194
C -3.530 -1.579 0.314 -0.103
C -4.363 -0.477 0.536 -0.106
C -3.878 0.785 0.299 -0.222
C -2.574 0.945 -0.175 0.128
N -1.808 -0.102 -0.423 -0.404
C -2.244 -1.346 -0.148 0.185
C -1.277 -2.422 -0.311 0.296
N -0.030 -2.062 -0.673 -0.437
C 0.901 -2.989 -0.821 0.077
C 0.637 -4.340 -0.615 -0.244
C -0.628 -4.724 -0.228 -0.098
C -1.613 -3.749 -0.068 -0.098
C -2.969 -4.017 0.373 0.098
N -3.467 -5.212 0.639 -0.589
H -5.366 -0.637 0.910 0.241
H -4.477 1.662 0.492 0.239
H -2.119 1.912 -0.347 0.268
H 1.886 -2.633 -1.097 0.224
H 1.427 -5.065 -0.747 0.235
H -0.871 -5.761 -0.038 0.242
```

In order of appearance, largest force on an atom = 0.41; 0.29; 2.04; 0.25 eV/Å.
In order of appearance, energy above the lowest of the compared OMol25 structures with the same formula, charge and spin = 197.1; 13.7; 209.0; 0.0 kJ/mol.